Record 1
The following is a quantum chemistry calculation of 9 unconnected molecules or ions with the total composition C31H71N8O12S, from the Open Molecules 2025 dataset.

Last column: Mulliken charge in e.
Element x y z (Å)
C -1.891 -0.125 -1.518  -0.68
O -2.219 1.254 -1.491  -0.36
C -2.645 1.718 -2.762  0.08
C -4.113 1.391 -3.096  -0.70
C -5.038 1.277 -1.882  -0.21
C -6.127 0.197 -1.984  -1.07
C -5.615 -1.177 -2.422  0.28
C -6.482 -2.316 -1.883  -0.84
S -5.633 -3.908 -2.020  1.13
O -6.678 -4.885 -2.307  -0.74
O -4.688 -3.732 -3.120  -0.71
O -4.981 -4.092 -0.710  -0.62
H -0.959 -0.290 -2.064  0.27
H -1.767 -0.454 -0.497  0.13
H -2.683 -0.729 -1.963  0.38
H -2.450 2.786 -2.829  -0.29
H -2.017 1.252 -3.533  0.34
H -4.468 2.221 -3.702  0.45
H -4.156 0.516 -3.741  0.41
H -4.486 1.112 -0.959  0.29
H -5.555 2.233 -1.767  0.08
H -6.920 0.520 -2.659  0.30
H -6.565 0.091 -0.990  0.38
H -4.601 -1.362 -2.078  -0.27
H -5.607 -1.243 -3.505  0.33
H -7.407 -2.413 -2.446  0.28
H -6.694 -2.125 -0.834  0.38
C 1.913 -1.657 2.084  -1.47
C 0.642 -0.912 1.763  0.56
O 0.270 -0.727 0.615  -0.48
N -0.086 -0.438 2.810  -0.04
C 0.200 -0.566 4.226  -0.86
H 2.365 -1.969 1.147  0.34
H 2.615 -1.019 2.621  0.40
H 1.714 -2.540 2.689  0.46
H -0.927 0.047 2.533  0.25
H -0.610 -1.098 4.727  0.31
H 0.296 0.423 4.683  0.27
H 1.124 -1.114 4.382  0.29
C -5.050 5.713 -2.343  -1.26
C -4.170 5.502 -3.547  0.83
O -3.623 4.429 -3.759  -0.57
N -3.996 6.549 -4.397  -0.14
C -4.548 7.882 -4.289  -0.88
H -5.078 4.789 -1.773  0.12
H -4.638 6.503 -1.716  0.31
H -6.068 5.971 -2.645  0.42
H -3.399 6.338 -5.180  0.26
H -5.162 8.110 -5.164  0.33
H -3.744 8.618 -4.228  0.24
H -5.160 7.969 -3.399  0.32
C 4.068 -5.597 3.119  -1.68
C 4.354 -4.115 3.126  0.83
O 3.803 -3.350 3.912  -0.65
N 5.233 -3.643 2.216  0.07
C 5.969 -4.367 1.190  -0.76
H 3.342 -5.809 3.899  0.38
H 3.655 -5.906 2.159  0.40
H 4.978 -6.165 3.318  0.37
H 5.368 -2.646 2.272  0.24
H 7.040 -4.226 1.342  0.22
H 5.698 -3.963 0.216  0.26
H 5.745 -5.427 1.223  0.34
C 5.988 -3.248 -4.165  -1.37
C 5.593 -2.745 -2.796  0.85
O 6.242 -3.022 -1.796  -0.66
N 4.483 -1.973 -2.710  -0.09
C 3.590 -1.550 -3.775  -0.88
H 6.888 -3.846 -4.062  0.30
H 5.198 -3.867 -4.592  0.39
H 6.192 -2.415 -4.838  0.37
H 4.272 -1.673 -1.771  0.13
H 3.563 -0.461 -3.830  0.29
H 2.579 -1.909 -3.582  0.31
H 3.923 -1.939 -4.731  0.35
C -5.515 -3.812 2.232  -1.11
C -5.688 -4.070 3.704  0.61
O -5.877 -3.187 4.530  -0.69
N -5.623 -5.373 4.105  -0.14
C -5.409 -6.544 3.276  -0.75
H -5.587 -2.748 2.034  0.32
H -4.543 -4.161 1.889  0.38
H -6.284 -4.323 1.654  0.34
H -5.743 -5.499 5.096  0.22
H -6.256 -7.229 3.363  0.26
H -4.507 -7.072 3.593  0.26
H -5.298 -6.260 2.235  0.30
C 7.030 -3.304 5.450  -1.17
C 8.383 -3.603 4.852  0.75
O 8.595 -4.607 4.192  -0.65
N 9.378 -2.699 5.073  -0.16
C 9.314 -1.461 5.823  -0.80
H 6.350 -4.107 5.184  0.09
H 7.090 -3.241 6.537  0.47
H 6.632 -2.370 5.053  0.38
H 10.255 -2.955 4.647  0.23
H 9.563 -0.615 5.178  0.27
H 10.025 -1.482 6.651  0.27
H 8.318 -1.309 6.224  0.31
C -0.694 5.782 -2.417  -0.85
C -1.232 7.137 -2.063  0.62
O -2.359 7.308 -1.616  -0.65
N -0.414 8.206 -2.271  -0.12
C 0.942 8.195 -2.783  -0.85
H -1.464 5.040 -2.223  -0.07
H -0.443 5.747 -3.480  0.35
H 0.194 5.523 -1.833  0.50
H -0.829 9.091 -2.026  0.26
H 1.627 8.625 -2.050  0.27
H 1.006 8.784 -3.701  0.29
H 1.257 7.179 -2.994  0.32
C 1.294 2.179 -0.631  -0.96
C 1.541 3.583 -0.151  0.53
O 1.641 4.521 -0.931  -0.78
N 1.636 3.786 1.189  -0.09
C 1.525 2.801 2.247  -0.45
H 1.237 2.188 -1.715  0.34
H 2.103 1.514 -0.325  0.37
H 0.352 1.790 -0.247  0.24
H 1.796 4.747 1.444  0.24
H 0.696 3.053 2.911  0.28
H 2.444 2.775 2.836  0.29
H 1.347 1.814 1.831  -0.10

Output
HOMO level	-4.94	eV
gap between HOMO and LUMO	6.62	eV
calculated total energy	-80629.6011	eV
charge	-1
max |F|	0.011	Eh/bohr

Record 2
The following is a quantum chemistry calculation of 3 unconnected molecules or ions with the total composition C31H72Cl2N6O11P2S, from the Open Molecules 2025 dataset.

Last column: Mulliken charge in e.
Element x y z (Å)
C 3.638 -1.497 4.059  -0.63
C 4.471 -1.564 2.652  -0.51
C 4.039 -0.449 1.527  -0.08
O 2.984 0.483 1.937  0.24
N 1.896 0.442 1.192  0.55
S 1.020 -1.006 1.139  -0.18
C 1.300 1.715 0.722  -0.82
C 0.372 1.580 -0.612  0.14
C 1.052 1.146 -2.021  -0.37
C 1.941 -0.201 -2.075  -0.05
Cl 0.802 -1.677 -2.394  -0.19
O 2.371 2.711 0.700  -0.24
C 3.375 2.630 -0.312  0.05
C 4.807 3.182 0.354  -1.00
C 0.273 2.452 1.868  0.60
C 0.010 4.015 1.427  -1.09
C 0.694 5.186 2.338  0.59
N 0.235 6.496 1.644  -0.73
N 0.160 5.337 3.744  -0.51
N 2.199 5.284 2.304  -0.66
N -0.848 1.548 2.042  0.80
C -2.113 1.849 1.831  -0.11
C -3.105 2.898 2.679  -0.84
C -3.003 1.041 0.661  -0.84
O 1.132 2.546 3.036  -0.37
C 0.838 1.815 4.223  -0.76
N 0.934 0.297 4.188  -0.01
C -0.455 2.363 5.136  0.19
C -1.380 1.147 5.748  0.29
C -2.763 1.873 6.328  -1.04
Cl -0.531 0.450 7.287  -0.25
H 2.544 -1.926 3.919  0.08
H 4.210 -2.102 4.888  0.40
H 3.558 -0.368 4.404  0.06
H 5.628 -1.486 2.882  0.32
H 4.291 -2.650 2.196  0.16
H 5.018 0.205 1.328  0.25
H 3.842 -1.033 0.533  -0.05
H -0.219 -0.998 1.793  -0.03
H -0.502 0.779 -0.454  -0.33
H -0.244 2.568 -0.890  0.19
H 1.713 2.031 -2.467  0.28
H 0.163 1.018 -2.809  0.00
H 2.679 -0.388 -1.189  -0.28
H 2.617 -0.146 -3.058  0.38
H 3.605 1.494 -0.596  0.01
H 3.210 3.219 -1.310  0.18
H 5.711 2.919 -0.341  0.33
H 4.703 4.347 0.420  0.35
H 5.014 2.671 1.413  0.13
H -1.140 4.335 1.389  0.41
H 0.365 4.264 0.311  0.32
H 1.093 6.990 1.255  0.33
H -0.350 6.279 0.808  0.29
H -0.870 5.196 3.815  0.33
H 0.702 4.801 4.454  0.28
H 2.599 5.227 1.343  0.24
H 2.673 4.651 2.984  0.32
H -3.982 3.304 1.979  0.39
H -2.532 3.848 3.060  0.12
H -3.664 2.337 3.567  0.21
H -4.122 0.906 1.043  0.48
H -2.550 -0.063 0.669  0.11
H -2.927 1.545 -0.392  0.06
H 1.752 2.082 4.958  0.17
H 1.222 -0.105 5.108  0.40
H 0.091 -0.160 3.790  -0.01
H -1.062 3.142 4.512  -0.57
H -0.071 2.966 6.094  0.37
H -1.675 0.317 4.980  0.27
H -2.704 2.090 7.477  0.37
H -3.673 1.166 6.125  0.26
H -2.930 2.926 5.795  0.20
C 0.027 -4.257 -0.580  -0.18
C 0.253 -4.560 0.887  -0.37
O 0.088 -5.941 1.154  -0.44
P 1.325 -6.985 0.790  0.98
O 2.316 -6.379 1.814  -0.72
O 0.828 -8.235 1.771  -0.35
C 1.678 -8.720 2.800  -0.28
C 1.386 -8.019 4.117  -1.02
O 0.218 -7.663 -0.354  -0.27
C 0.480 -7.510 -1.736  -0.11
C 1.953 -7.512 -2.101  -1.23
H 0.841 -4.666 -1.184  0.25
H -0.010 -3.176 -0.754  -0.28
H -0.908 -4.703 -0.933  0.27
H 1.235 -4.210 1.208  0.33
H -0.497 -4.027 1.482  0.24
H 2.731 -8.624 2.513  0.30
H 1.483 -9.792 2.914  0.34
H 1.355 -6.931 4.011  0.26
H 2.141 -8.274 4.866  0.35
H 0.403 -8.318 4.497  0.28
H -0.003 -6.598 -2.093  0.21
H -0.010 -8.344 -2.248  0.37
H 2.484 -6.679 -1.629  0.36
H 2.078 -7.421 -3.184  0.37
H 2.432 -8.437 -1.767  0.37
C -4.309 4.192 -7.567  -0.99
C -4.083 3.889 -6.100  -0.30
O -4.248 2.508 -5.833  -0.36
P -3.011 1.464 -6.197  1.04
O -2.020 2.070 -5.173  -0.71
O -3.508 0.214 -5.216  -0.40
C -2.658 -0.271 -4.187  -0.59
C -2.950 0.430 -2.870  -0.69
O -4.118 0.786 -7.341  -0.29
C -3.856 0.939 -8.723  -0.13
C -2.384 0.937 -9.088  -1.23
H -3.495 3.783 -8.171  0.22
H -4.346 5.273 -7.741  0.43
H -5.244 3.746 -7.920  0.22
H -3.101 4.238 -5.779  0.26
H -4.833 4.421 -5.505  0.35
H -1.605 -0.175 -4.474  0.29
H -2.853 -1.343 -4.073  0.38
H -2.982 1.518 -2.976  0.37
H -2.196 0.175 -2.121  0.06
H -3.933 0.130 -2.490  0.42
H -4.340 1.851 -9.080  0.20
H -4.346 0.105 -9.235  0.36
H -1.853 1.770 -8.616  0.37
H -2.259 1.028 -10.171  0.37
H -1.904 0.011 -8.754  0.37

Output
HOMO level	-7.92	eV
gap between HOMO and LUMO	6.03	eV
SMILES	CCCON(S)[C@](CCCCl)(OCC)[C@@](CC(N)(N)N)(N=C(C)C)O[C@H](N)C[C@H](C)Cl.CCOP(=O)(OCC)OCC.CCOP(=O)(OCC)OCC
calculated total energy	-119219.7118	eV
max |F|	0.190	Eh/bohr

Record 3
The following is a quantum chemistry calculation of a molecular structure, C31H72FeN2O7, from the Open Molecules 2025 dataset.

Last column: Mulliken charge in e.
Element x y z (Å)
Fe 32.287 -32.787 -15.877  0.60
C 35.389 -34.364 -13.270  -0.34
C 34.902 -34.193 -14.716  -0.68
O 33.970 -33.154 -14.939  0.78
H 34.537 -34.568 -12.621  -0.25
H 35.988 -33.521 -12.921  0.00
H 36.051 -35.211 -13.062  0.40
H 34.403 -35.156 -14.896  0.15
H 35.627 -34.174 -15.535  0.23
C 31.556 -34.815 -12.215  -0.54
C 31.478 -33.404 -11.654  -0.50
O 30.965 -32.491 -12.567  -0.75
H 32.263 -34.963 -13.029  -0.07
H 30.517 -35.078 -12.436  0.46
H 31.691 -35.522 -11.384  0.22
H 32.427 -33.081 -11.200  0.05
H 30.772 -33.381 -10.810  0.42
C 36.565 -37.633 -7.906  -1.74
C 36.547 -36.710 -9.159  1.33
C 35.181 -35.988 -9.251  -0.47
C 35.226 -34.775 -8.314  -1.26
C 36.188 -33.744 -8.913  -0.79
C 37.581 -34.327 -8.863  1.47
N 37.667 -35.752 -9.201  0.66
O 38.929 -36.293 -8.861  -0.54
C 38.409 -33.560 -9.936  -1.51
C 38.107 -34.003 -7.432  -1.87
C 36.654 -37.608 -10.431  -1.78
H 35.669 -38.243 -7.789  0.38
H 36.631 -37.002 -7.017  0.38
H 37.434 -38.291 -7.929  0.36
H 35.150 -35.604 -10.274  -0.13
H 34.359 -36.682 -9.093  0.54
H 35.481 -35.040 -7.285  0.49
H 34.220 -34.368 -8.181  0.38
H 36.088 -32.759 -8.457  0.57
H 35.829 -33.537 -9.928  0.04
H 39.380 -33.924 -10.291  0.34
H 38.008 -33.054 -10.814  0.06
H 38.800 -32.741 -9.313  0.44
H 37.742 -34.661 -6.646  0.33
H 39.169 -34.272 -7.461  0.45
H 38.061 -32.933 -7.249  0.42
H 36.748 -36.920 -11.279  0.33
H 35.783 -38.232 -10.624  0.41
H 37.585 -38.172 -10.512  0.39
H 39.392 -36.081 -9.681  0.38
C 31.282 -38.382 -13.779  -1.49
C 32.581 -38.958 -13.169  1.94
C 32.564 -38.598 -11.663  -0.26
C 31.507 -39.339 -10.911  -0.85
C 31.779 -40.833 -10.938  -1.24
C 32.039 -41.312 -12.410  1.34
N 32.750 -40.400 -13.325  0.57
O 32.655 -40.820 -14.663  -0.57
C 32.936 -42.560 -12.298  -1.94
C 30.703 -41.843 -12.948  -1.57
C 33.901 -38.292 -13.625  -1.72
H 31.228 -37.316 -13.559  0.19
H 30.405 -38.963 -13.508  0.26
H 31.267 -38.442 -14.872  0.34
H 33.580 -38.805 -11.310  0.04
H 32.441 -37.522 -11.536  -0.30
H 30.558 -39.001 -11.331  0.39
H 31.533 -38.972 -9.880  0.39
H 30.883 -41.327 -10.562  0.41
H 32.600 -41.162 -10.302  0.46
H 32.962 -43.018 -13.295  0.40
H 34.007 -42.338 -12.286  0.39
H 32.585 -43.266 -11.549  0.41
H 30.846 -42.506 -13.802  0.32
H 30.082 -42.404 -12.249  0.43
H 30.049 -41.031 -13.276  0.32
H 34.126 -37.280 -13.290  0.10
H 33.945 -38.339 -14.718  0.42
H 34.678 -38.946 -13.228  0.49
H 33.574 -40.799 -14.951  0.36
C 32.218 -34.160 -19.850  -1.19
C 32.764 -34.785 -18.595  0.18
C 34.043 -35.625 -18.776  -1.22
O 32.986 -33.708 -17.630  -0.24
H 31.200 -33.843 -19.611  0.32
H 32.036 -34.953 -20.579  0.40
H 32.818 -33.338 -20.233  0.30
H 32.127 -35.496 -18.063  0.43
H 33.778 -36.477 -19.400  0.42
H 34.480 -36.019 -17.856  0.25
H 34.866 -35.045 -19.204  0.29
H 33.772 -33.365 -18.106  0.13
C 36.254 -30.229 -12.308  -1.05
C 35.295 -29.952 -13.487  0.40
C 35.943 -30.356 -14.796  -0.90
O 34.141 -30.765 -13.304  -0.52
H 36.638 -31.248 -12.263  -0.04
H 35.850 -29.918 -11.347  0.37
H 37.139 -29.617 -12.519  0.41
H 34.981 -28.909 -13.469  0.35
H 36.828 -29.749 -15.006  0.51
H 35.202 -30.107 -15.559  0.10
H 36.236 -31.404 -14.823  0.12
H 34.129 -31.585 -13.828  -0.07
C 37.316 -31.884 -17.633  -1.39
C 35.916 -31.544 -18.102  1.95
C 35.738 -30.100 -18.468  -1.56
O 35.511 -32.384 -19.158  -0.49
H 37.679 -31.133 -16.929  0.31
H 38.118 -32.142 -18.329  0.41
H 37.324 -32.785 -17.007  0.23
H 35.295 -31.704 -17.215  -0.87
H 36.371 -29.733 -19.280  0.38
H 35.837 -29.404 -17.637  0.35
H 34.695 -30.031 -18.795  0.36
H 36.080 -32.260 -19.924  0.31

Output
HOMO level (alpha / beta)	-6.33 / -6.31	eV
gap between HOMO and LUMO (alpha / beta)	4.65 / 4.56	eV
2S+1	5
calculated total energy	-85004.8270	eV
max |F|	0.065	Eh/bohr

Among the records above, which one has the highest calculated total energy?
C31H71N8O12S

Look up the max |F| of the first one.
0.011 Eh/bohr

Among the records above, which one has the lowest calculated total energy?
C31H72Cl2N6O11P2S